1.
The following is a DFT calculation (ωB97M-V/def2-TZVPD) of a cluster of 8 separate species, C24H64O24S8 in total in a non-equilibrium geometry.

Computed properties:
- energy above the lowest of the compared OMol25 structures with the same formula, charge and spin (kcal per mole) = 146.7
- frontier orbital gap (eV) = 10.98
- E_HOMO (Ha) = -0.398
- E_tot (eV) = -161738.392
- SMILES = CCOS(C)(=O)=O.CCOS(C)(=O)=O.CCOS(C)(=O)=O.CCOS(C)(=O)=O.CCOS(C)(=O)=O.CCOS(C)(=O)=O.CCOS(C)(=O)=O.CCOS(C)(=O)=O

Geometry (Å):
S (11.9494, 11.3945, 3.8522)
S (19.8980, 6.6701, 0.6777)
S (25.0908, 14.1500, 10.7095)
S (22.7160, 14.7923, -0.3547)
S (27.2881, 9.1018, 1.2855)
S (20.2485, 21.1577, 8.8746)
S (18.7414, 11.1084, 6.6859)
S (13.0534, 11.2040, 13.1066)
O (19.3215, 6.0180, -0.4932)
O (19.2555, 22.1428, 9.7617)
O (19.8978, 10.4797, 7.3671)
O (12.1123, 10.5811, 11.8498)
O (26.3661, 10.0571, 0.7780)
O (23.6278, 14.1344, 11.0411)
O (12.3005, 12.1543, 13.8996)
O (21.4277, 21.9541, 8.4750)
O (21.6326, 15.2203, -1.2572)
O (13.0908, 12.2705, 4.0544)
O (25.6430, 13.4139, 9.5881)
O (28.7623, 9.2038, 1.2088)
O (22.6584, 13.6727, 0.5686)
O (19.3890, 12.2560, 5.6479)
O (23.3565, 16.1481, 0.4894)
O (26.9142, 8.7392, 2.8830)
O (14.3895, 11.5688, 12.5856)
O (11.7901, 10.5508, 2.6679)
O (25.5298, 15.7935, 10.4908)
O (21.2765, 7.0789, 0.6381)
O (17.8002, 10.3338, 5.8693)
O (19.6327, 5.7725, 1.9792)
O (19.4801, 20.4427, 7.8607)
O (10.5719, 12.2895, 3.9741)
C (26.7438, 7.4897, 0.6050)
C (11.7816, 10.3076, 5.3564)
C (20.3271, 13.2500, 6.2180)
C (9.3628, 11.6129, 3.5796)
C (10.2430, 11.8645, 11.2044)
C (20.5063, 5.9947, 3.1090)
C (19.8125, 5.3045, 4.2774)
C (24.1122, 14.5250, -1.5472)
C (25.5915, 8.5591, 4.8502)
C (24.3267, 15.9684, 1.4659)
C (18.8888, 8.1746, 1.0469)
C (8.1635, 12.1696, 4.3580)
C (19.9429, 14.6377, 5.9665)
C (17.9985, 21.5577, 10.1533)
C (26.1472, 13.9026, 12.2306)
C (26.4810, 16.6689, 8.4923)
C (25.5586, 8.8526, 3.3495)
C (16.9699, 22.0047, 9.2167)
C (24.3267, 17.2766, 2.2751)
C (26.7656, 16.0470, 9.8522)
C (20.7307, 20.0310, 10.2456)
C (13.1869, 9.5958, 14.0279)
C (17.8648, 12.1913, 7.9984)
C (10.6813, 10.6572, 12.0386)
H (12.4593, 9.4610, 5.2460)
H (25.2552, 15.7696, 0.9308)
H (15.9532, 22.0512, 9.6069)
H (26.9831, 16.2658, 7.6127)
H (24.0218, 15.1572, 2.1272)
H (21.5022, 5.5952, 2.9176)
H (9.3937, 10.5496, 3.8173)
H (26.0410, 6.9026, 1.1962)
H (20.7176, 15.3454, 6.2614)
H (17.0336, 23.0436, 8.8930)
H (27.1605, 14.0486, 11.8563)
H (14.0705, 9.7319, 14.6515)
H (16.9558, 11.6499, 8.2604)
H (24.7472, 8.8230, 5.4870)
H (26.3299, 9.1166, 5.4265)
H (9.3556, 11.6436, 2.4900)
H (27.2440, 15.1002, 9.6014)
H (27.4339, 16.6696, 10.4471)
H (12.2732, 9.4982, 14.6141)
H (10.1725, 11.5611, 10.1599)
H (19.5835, 14.7670, 4.9456)
H (17.9407, 20.4696, 10.1230)
H (24.0907, 15.3552, -2.2532)
H (11.9933, 10.9505, 6.2108)
H (20.4820, 13.1091, 7.2876)
H (19.7027, 4.2231, 4.1963)
H (19.3297, 8.8149, 1.8109)
H (24.8064, 8.2665, 2.8214)
H (19.8251, 19.4821, 10.5040)
H (13.3052, 8.7402, 13.3631)
H (25.3531, 17.4895, 2.5741)
H (21.3680, 13.1849, 5.9012)
H (23.5976, 17.4551, 3.0655)
H (25.4324, 16.7828, 8.2174)
H (25.9223, 12.9661, 12.7408)
H (21.0643, 20.8009, 10.9413)
H (23.9125, 13.5926, -2.0753)
H (9.2507, 12.1699, 11.5365)
H (20.5842, 7.0744, 3.2366)
H (26.7336, 17.7257, 8.5785)
H (8.1993, 12.1787, 5.4474)
H (17.0796, 21.4512, 8.2841)
H (18.5596, 12.1664, 8.8378)
H (21.5448, 19.3857, 9.9156)
H (25.6021, 7.4877, 5.0506)
H (10.4418, 10.7124, 13.1005)
H (24.9866, 14.5575, -0.8973)
H (7.2737, 11.6359, 4.0244)
H (17.8470, 7.9421, 1.2678)
H (10.1773, 9.7975, 11.5970)
H (10.8878, 12.7299, 11.3572)
H (10.7725, 9.9000, 5.2967)
H (17.6691, 13.2300, 7.7323)
H (8.0241, 13.2252, 4.1250)
H (26.0774, 14.8200, 12.8151)
H (27.6314, 6.8594, 0.5495)
H (26.2303, 7.5877, -0.3514)
H (19.0290, 8.7246, 0.1164)
H (25.2574, 9.8886, 3.1939)
H (20.4275, 5.4302, 5.1685)
H (17.7303, 21.8120, 11.1787)
H (18.8454, 5.7614, 4.4874)
H (24.1310, 18.0576, 1.5404)
H (19.0665, 14.9551, 6.5316)

---

2.
The following is a DFT calculation (ωB97M-V/def2-TZVPD) of a cluster of 8 separate species, C24H64O8 in total in a non-equilibrium geometry.

Computed properties:
- energy above the lowest of the compared OMol25 structures with the same formula, charge and spin (kcal per mole) = 107.2
- frontier orbital gap (eV) = 10.25
- E_HOMO (Ha) = -0.365
- E_tot (eV) = -42301.908
- SMILES = CC(C)O.CC(C)O.CC(C)O.CC(C)O.CC(C)O.CC(C)O.CC(C)O.CC(C)O

Geometry (Å):
O (1.0505, -5.8064, 7.1259)
O (-0.1844, 0.2583, -0.3144)
O (-5.5922, -1.6636, -8.1479)
O (-2.5061, -3.7678, 7.0002)
O (-0.3091, 3.3619, 3.0000)
O (3.3126, 2.7987, -0.1771)
O (-3.8608, 3.0212, -6.3550)
O (7.4165, -1.2144, -4.3756)
C (-0.7581, -1.8025, 0.9253)
C (-3.6759, 3.9314, -5.3372)
C (3.1034, 4.1344, -0.5041)
C (-3.0238, 5.1203, -6.0126)
C (-5.2332, -2.6138, -7.1679)
C (0.0725, -1.1842, -0.2226)
C (2.3633, -4.8781, 5.2783)
C (-5.1626, -4.0530, -7.7791)
C (3.0888, -6.8528, 6.6506)
C (2.8342, 4.2784, -2.0690)
C (-1.5985, -1.5731, 7.6780)
C (-1.2980, 4.3655, 3.1650)
C (-0.2127, -1.8052, -1.6547)
C (-3.8285, -2.0341, -6.7178)
C (7.0235, 1.2185, -3.7828)
C (-3.1720, -2.8698, 9.0771)
C (-2.7514, -2.5628, 7.6756)
C (4.4263, 4.9083, -0.1234)
C (5.2037, -0.4486, -4.6162)
C (6.5257, -0.2700, -3.8176)
C (-1.1175, 4.8744, 4.5861)
C (2.3650, -5.5518, 6.6534)
C (-2.5912, 3.5579, 2.9480)
C (-2.6112, 3.4558, -4.2988)
H (-2.1199, 4.8370, -6.5519)
H (2.4908, -7.6240, 6.1649)
H (1.8011, -3.9494, 5.1798)
H (3.4840, -7.0436, 7.6484)
H (5.2573, 4.3952, -0.6074)
H (1.8933, 3.7592, -2.2511)
H (-2.5106, 2.8952, 2.0863)
H (-0.0812, 5.0666, 4.8639)
H (-3.1847, -1.9924, 9.7237)
H (4.7011, 4.7239, 0.9151)
H (4.5134, 0.3540, -4.3567)
H (-6.1100, -4.3735, -8.2124)
H (-1.3002, 5.1950, 2.4579)
H (-4.1747, -3.2797, 8.9557)
H (1.0971, -1.2882, 0.1343)
H (-1.7540, 5.7573, 4.6456)
H (4.3969, 5.9783, -0.3292)
H (7.9370, 1.1744, -3.1898)
H (4.7897, -1.4377, -4.4203)
H (2.3182, 4.5567, 0.1230)
H (-2.4806, -3.6025, 9.4933)
H (-5.9336, -2.7124, -6.3386)
H (5.4278, -0.4497, -5.6830)
H (-0.6603, -1.9681, 8.0676)
H (-2.9494, 2.7270, -6.4213)
H (-4.5049, -4.1217, -8.6457)
H (-3.9402, -1.1024, -6.1632)
H (-0.4858, 0.5384, 0.5530)
H (-3.5940, -2.0367, 7.2270)
H (6.2580, -0.4628, -2.7788)
H (-0.5520, -2.8727, 0.9449)
H (1.7953, -5.4442, 4.5400)
H (-0.6591, -1.4052, 1.9355)
H (-4.5547, 4.2602, -4.7826)
H (-3.7118, 5.5378, -6.7478)
H (-0.4768, -2.8623, -1.6865)
H (-3.3192, 4.3348, 2.7144)
H (-2.8996, 2.9965, 3.8299)
H (2.4735, 2.4344, 0.1140)
H (-1.8747, -0.6955, 8.2624)
H (0.4768, -5.0371, 7.1522)
H (-5.0028, -1.9036, -8.8667)
H (3.7005, 3.8191, -2.5451)
H (3.3783, -4.6800, 4.9339)
H (-2.6637, 4.0085, -3.3608)
H (-1.6559, 3.1943, -4.7540)
H (0.5587, -1.5430, -2.3788)
H (2.8619, -4.8521, 7.3253)
H (-1.4236, 4.2149, 5.3982)
H (-3.3029, -2.7482, -6.0837)
H (-3.2409, -1.9295, -7.6299)
H (-2.7714, 5.8796, -5.2724)
H (0.4682, 3.7064, 3.4457)
H (7.1704, 1.5712, -4.8037)
H (-1.4091, -1.2508, 6.6541)
H (-3.0216, -4.5186, 7.3037)
H (3.9406, -6.8277, 5.9711)
H (-4.7400, -4.8396, -7.1541)
H (7.0854, -2.1150, -4.3457)
H (-2.8726, 2.5781, -3.7077)
H (2.8142, 5.3366, -2.3298)
H (-1.0726, -1.2576, -2.0406)
H (-1.8028, -1.8846, 0.6255)
H (6.4228, 1.9484, -3.2401)